1.
{
  "formula": "C2H3N4S",
  "method": "wB97M-V/def2-TZVPD",
  "species": ["C", "C", "N", "N", "N", "N", "S", "H", "H", "H"],
  "xyz": [[2.573089, 0.446161, 0.128546], [-0.209196, 0.234231, -0.205983], [3.860711, -1.264755, -0.030985], [2.583142, -0.879579, 0.289768], [3.910566, 0.909573, -0.313898], [4.593987, -0.235456, -0.286906], [1.164510, 1.459486, 0.331059], [-0.473831, -0.612068, 0.540194], [0.040277, -0.096367, -1.171257], [-0.997143, 0.923684, -0.235406]],
  "forces_ev_per_angstrom": [[3.65, -0.46, -1.24], [1.31, -0.10, 2.81], [-0.78, -0.19, 0.89], [0.55, 1.16, -0.54], [-3.39, -1.54, 1.75], [-0.16, 0.87, -0.84], [-0.85, -1.27, -0.25], [0.92, 1.47, -1.27], [0.29, -0.70, -1.08], [-1.54, 0.75, -0.23]],
  "e_tot_ha": -695.22175,
  "e_homo_ev": -4.0,
  "fmax_ha_per_bohr": 0.0801,
  "total_charge": -1,
  "gap_ev": 7.4,
  "e_above_lowest_ev": 1.181
}

2.
{
  "formula": "C8H20Cl2N4O2SSiTc",
  "method": "wB97M-V/def2-TZVPD",
  "species": ["Tc", "Cl", "C", "Cl", "H", "H", "C", "C", "N", "N", "C", "S", "N", "N", "H", "H", "H", "H", "H", "H", "C", "O", "H", "H", "H", "C", "Si", "C", "C", "O", "H", "H", "H", "H", "H", "H", "H", "H", "H"],
  "xyz": [[0.259622, 0.196129, -0.224794], [4.181171, 0.133311, -0.802707], [3.739410, 1.810681, -0.559226], [1.973208, 2.098857, -0.810303], [4.238133, 2.426417, -1.299477], [3.964816, 2.111079, 0.456977], [2.735690, -4.604052, -0.356990], [1.321258, -4.174248, -0.331081], [0.280607, -4.935427, -0.252651], [-0.792388, -4.100248, -0.264672], [-0.454389, -2.826142, -0.350932], [-1.436756, -1.425491, -0.456669], [0.896306, -2.848048, -0.393290], [1.652722, -1.675928, -0.503457], [2.767857, -5.687398, -0.275248], [3.293793, -4.176069, 0.477416], [3.216062, -4.314215, -1.293190], [-1.724785, -4.488749, -0.209071], [2.297658, -1.609619, 0.285654], [2.199885, -1.701941, -1.363952], [0.089810, 0.132347, 2.702726], [0.864650, -0.018547, 1.502333], [-0.531476, -0.750957, 2.853419], [-0.533281, 1.022554, 2.645281], [0.796465, 0.233020, 3.523802], [-2.534901, 2.588247, 1.459262], [-2.279372, 2.593741, -0.380695], [-1.632525, 4.190547, -1.059123], [-3.658770, 1.831492, -1.354635], [-0.924880, 1.473148, -0.634632], [-3.383108, 3.231369, 1.707591], [-1.673364, 2.992013, 1.993678], [-2.768454, 1.592704, 1.841922], [-2.411483, 4.954172, -0.987478], [-1.361764, 4.105016, -2.112129], [-0.770593, 4.557515, -0.500238], [-4.533883, 2.485099, -1.308994], [-3.963103, 0.862045, -0.956876], [-3.399847, 1.715578, -2.407541]],
  "forces_ev_per_angstrom": [[-0.19, -0.08, -0.01], [0.08, -0.01, -0.01], [-0.04, 0.03, 0.06], [-0.01, 0.01, -0.09], [-0.01, 0.00, 0.01], [0.01, -0.02, 0.00], [0.03, 0.01, 0.00], [0.00, 0.05, -0.01], [0.06, -0.14, 0.01], [-0.10, 0.13, 0.02], [0.19, -0.08, -0.04], [-0.01, 0.10, 0.04], [-0.11, -0.06, 0.05], [0.03, 0.10, 0.02], [-0.01, 0.00, 0.00], [0.00, 0.00, 0.00], [0.01, 0.00, 0.00], [-0.01, 0.01, -0.01], [-0.01, -0.02, -0.01], [-0.03, 0.01, -0.01], [-0.09, -0.01, 0.07], [0.06, -0.02, -0.25], [0.00, 0.01, 0.00], [0.00, 0.01, 0.03], [0.01, 0.00, -0.01], [-0.05, 0.06, -0.13], [0.13, -0.08, -0.11], [-0.12, -0.06, 0.06], [0.02, 0.10, 0.10], [0.09, 0.05, 0.21], [-0.02, -0.01, -0.01], [0.03, -0.01, -0.01], [-0.01, -0.01, -0.01], [0.00, 0.00, 0.00], [0.01, -0.03, -0.01], [0.01, -0.02, 0.01], [-0.01, 0.00, 0.01], [0.01, -0.01, 0.01], [0.04, 0.00, 0.00]],
  "e_tot_ha": -2374.66293,
  "e_homo_ev": [-15.8, -16.4],
  "fmax_ha_per_bohr": 0.0050,
  "s2": 3.767,
  "total_charge": 2,
  "gap_ev": [8.3, 8.1],
  "multiplicity": 4,
  "e_above_lowest_ev": 0.000
}

3.
{
  "formula": "C30H72NO18P3",
  "method": "wB97M-V/def2-TZVPD",
  "species": ["C", "C", "N", "C", "C", "C", "C", "H", "H", "H", "H", "H", "H", "H", "H", "H", "H", "H", "H", "H", "H", "H", "C", "C", "O", "P", "O", "O", "C", "C", "O", "C", "C", "H", "H", "H", "H", "H", "H", "H", "H", "H", "H", "H", "H", "H", "H", "H", "C", "C", "O", "P", "O", "O", "C", "C", "O", "C", "C", "H", "H", "H", "H", "H", "H", "H", "H", "H", "H", "H", "H", "H", "H", "H", "C", "C", "O", "P", "O", "O", "C", "C", "O", "C", "C", "H", "H", "H", "H", "H", "H", "H", "H", "H", "H", "H", "H", "H", "H", "H", "C", "O", "C", "O", "O", "C", "H", "H", "H", "H", "H", "H", "C", "O", "C", "O", "O", "C", "H", "H", "H", "H", "H", "H"],
  "xyz": [[19.844734, 51.786761, 19.422898], [19.461805, 50.312207, 19.285783], [19.900434, 49.406002, 20.455350], [19.423020, 49.946008, 21.753262], [20.230179, 49.512241, 22.952872], [19.581162, 48.005142, 20.246766], [20.171483, 47.428043, 18.916112], [20.822078, 51.785541, 19.905485], [19.171986, 52.302202, 20.108357], [19.855979, 52.321358, 18.473071], [18.376114, 50.242791, 19.353186], [19.836389, 49.956046, 18.326126], [19.436803, 51.035875, 21.743160], [18.409322, 49.547397, 21.793605], [20.040473, 50.203537, 23.773989], [20.101569, 48.447124, 23.145469], [21.294000, 49.663304, 22.769640], [18.520154, 47.756532, 20.270352], [20.101667, 47.460613, 21.034590], [21.217111, 47.703242, 18.778227], [19.557246, 47.725225, 18.066112], [20.040082, 46.350599, 19.015920], [21.868417, 44.497561, 14.816580], [20.882426, 45.001357, 15.864661], [19.937922, 43.958657, 15.991371], [20.135926, 42.836408, 17.222527], [20.106149, 43.634440, 18.527781], [18.912766, 41.763936, 17.067772], [18.224968, 41.386480, 18.310845], [16.905667, 40.711992, 18.076050], [21.485341, 42.075094, 16.767186], [22.005121, 41.024019, 17.566544], [23.113583, 41.619448, 18.425204], [21.341585, 44.142972, 13.930682], [22.510697, 45.338866, 14.556258], [22.467730, 43.611756, 15.026973], [21.355244, 45.245615, 16.815910], [20.339189, 45.843596, 15.436144], [18.882760, 40.676871, 18.812711], [18.145311, 42.215431, 19.014109], [16.166827, 41.304474, 17.536435], [16.994200, 39.896513, 17.358240], [16.494832, 40.350685, 19.018799], [21.280232, 40.556360, 18.232816], [22.382188, 40.268415, 16.877361], [22.743163, 42.225842, 19.251742], [23.795330, 40.889036, 18.860879], [23.649793, 42.316668, 17.781410], [33.961136, 43.473969, 16.974512], [33.344347, 44.022237, 18.204958], [32.125169, 43.370356, 18.580408], [30.727511, 43.760242, 17.935070], [29.595200, 42.847273, 18.231765], [31.098167, 44.046932, 16.402421], [30.123313, 44.359987, 15.436618], [30.590200, 45.586152, 14.666549], [30.558440, 45.256685, 18.466946], [30.174329, 45.575167, 19.799546], [31.203872, 45.088594, 20.803318], [35.005507, 43.740382, 16.811986], [34.005670, 42.384898, 16.979565], [33.445222, 43.739678, 16.051844], [34.011689, 43.806382, 19.039320], [33.231447, 45.102551, 18.113952], [30.144677, 43.512862, 14.751031], [29.098862, 44.487056, 15.786545], [30.327727, 46.497548, 15.203727], [31.667261, 45.536650, 14.506563], [30.135877, 45.635463, 13.676975], [29.971410, 46.646035, 19.786751], [29.205274, 45.102169, 19.958621], [31.038323, 44.036498, 21.035250], [32.241262, 45.135291, 20.472069], [30.927873, 45.503066, 21.772921], [23.352230, 48.682135, 14.747810], [24.108806, 48.197947, 15.966566], [24.538594, 49.400857, 16.580271], [25.528679, 49.515823, 17.895926], [25.867016, 50.928162, 18.286577], [24.665331, 48.740824, 19.054649], [23.395052, 49.255316, 19.571506], [23.518186, 50.377602, 20.564907], [26.707690, 48.424768, 17.592580], [27.630236, 48.067826, 18.574614], [28.613963, 49.177374, 18.873176], [23.961456, 49.469271, 14.303562], [23.255915, 47.909088, 13.985427], [22.389585, 49.075389, 15.074564], [23.465538, 47.630028, 16.638693], [24.950478, 47.520246, 15.823686], [22.759704, 49.516550, 18.725219], [22.958621, 48.423944, 20.125077], [24.233514, 50.121812, 21.346549], [23.849856, 51.359843, 20.228313], [22.603499, 50.524092, 21.139358], [27.177088, 47.776270, 19.522112], [28.023683, 47.086500, 18.309498], [29.531706, 48.806558, 19.329625], [28.996086, 49.368006, 17.870310], [28.223636, 50.049184, 19.398242], [26.287431, 43.496126, 17.706610], [25.290994, 44.274848, 18.307229], [24.512518, 45.021700, 17.573136], [24.503586, 44.997071, 16.349490], [23.660222, 45.747839, 18.311126], [23.520207, 45.635808, 19.712413], [25.825896, 42.735849, 17.076484], [26.876083, 43.019772, 18.490619], [26.952469, 44.181020, 17.180540], [24.490997, 45.731665, 20.198680], [23.261661, 44.604566, 19.952802], [22.763242, 46.287406, 20.148906], [26.578573, 47.636919, 22.388666], [27.457326, 46.586076, 22.090069], [27.128836, 45.307755, 22.297490], [26.080187, 44.933646, 22.724620], [28.214524, 44.556394, 22.053615], [28.113041, 43.175278, 22.182309], [26.957651, 48.615989, 22.095691], [26.502470, 47.619594, 23.475870], [25.552660, 47.544604, 22.032188], [29.055224, 42.762186, 21.822106], [27.341496, 42.678824, 21.593798], [28.105773, 42.956512, 23.250103]],
  "forces_ev_per_angstrom": [[0.19, -0.45, 1.11], [0.87, 0.31, 0.35], [-3.26, 1.53, -1.18], [0.96, 0.24, -0.06], [0.81, -0.27, -0.22], [2.66, -1.19, -1.17], [-1.04, 0.24, 0.71], [0.28, 0.49, -0.35], [-0.04, 0.11, -0.19], [0.10, -0.30, 0.06], [-0.21, -0.44, -0.25], [-0.12, -0.53, 0.38], [-0.21, -0.22, -0.42], [-0.26, 0.23, 0.20], [-0.47, -0.57, 0.23], [-0.17, 0.25, 0.59], [0.09, -0.02, -0.25], [-0.24, 0.61, 0.30], [-0.36, -0.01, 0.38], [-0.12, -0.16, -0.05], [0.22, 0.08, -0.08], [0.36, -0.15, -0.20], [0.38, 0.53, -0.62], [0.96, -1.03, -1.10], [-1.21, -3.16, 2.23], [-1.02, 3.19, 0.11], [0.55, -2.24, -2.06], [1.06, 1.34, 0.46], [0.51, -0.29, 0.55], [-0.37, -0.12, -1.35], [-2.01, 0.92, 0.16], [0.97, -0.37, 1.07], [0.22, 0.33, -0.13], [-0.42, 0.56, -0.12], [0.29, -0.24, -0.23], [0.11, 0.39, 0.89], [-0.03, 0.13, 0.05], [0.00, 0.15, 0.29], [0.08, -0.15, -0.01], [-0.03, 0.34, -0.46], [-0.01, 0.65, 0.50], [0.40, -0.47, 0.38], [0.03, 0.03, -0.09], [-0.44, 0.02, -0.30], [-0.02, 0.06, 0.05], [-0.38, -0.08, -0.03], [-0.02, -0.13, -0.24], [0.34, -0.19, 0.03], [0.46, -1.06, -1.64], [0.76, 0.20, 0.64], [-0.70, -0.67, -0.75], [-0.13, 0.39, 0.20], [1.14, 0.84, -0.26], [-0.07, -0.40, 2.04], [0.04, 0.01, -1.90], [-0.18, 0.14, 0.07], [-0.11, 0.08, -1.14], [-0.35, -0.51, -0.17], [-1.02, -0.63, 0.65], [0.02, 0.51, 0.44], [-0.26, -0.14, 0.26], [-0.13, 0.13, 0.19], [-0.05, 0.21, 0.12], [-0.35, 0.05, 0.18], [-0.34, -0.10, -0.03], [0.15, -0.09, 0.51], [0.21, 0.07, 0.00], [0.00, 0.04, 0.13], [-0.19, -0.06, 0.06], [0.47, 0.04, 0.21], [0.04, -0.05, 0.33], [-0.04, -0.32, -0.50], [-0.15, 0.71, 0.30], [0.72, 0.67, 0.01], [0.68, -0.37, -0.17], [-0.25, -0.82, 0.13], [2.14, 1.32, 2.48], [-1.08, 0.45, -0.32], [-0.47, -2.66, -0.96], [-0.06, 0.48, -0.02], [0.86, -0.08, -0.36], [0.73, 0.67, 0.88], [-2.58, 1.63, -0.56], [0.49, -0.78, 2.62], [1.15, -0.88, -1.43], [-0.24, 0.14, -0.07], [-0.32, -0.10, 0.17], [-0.02, 0.03, -0.32], [-0.23, 0.13, 0.19], [0.11, 0.25, -0.60], [-0.07, 0.01, -0.11], [0.04, -0.24, -0.32], [0.22, -0.29, -0.05], [-0.09, -0.20, -0.58], [-0.43, -0.08, -0.27], [-0.91, 0.25, 0.12], [0.70, 0.39, -0.71], [-0.28, -0.15, 0.63], [-0.02, 1.13, -0.05], [-0.09, -0.17, -0.31], [0.88, -0.29, -0.48], [-0.33, 0.33, 2.17], [-0.47, -0.59, -1.69], [-0.14, 0.69, 1.75], [-0.73, 0.99, -1.11], [1.23, -1.82, 0.74], [0.26, 0.16, -0.25], [-0.23, 0.09, 0.05], [0.01, -0.39, -0.41], [-0.03, 0.61, 0.11], [-0.43, -0.05, 0.01], [0.16, 0.20, -0.68], [-1.02, 0.12, 1.73], [1.27, -0.17, -1.57], [0.60, 0.33, 0.62], [-0.79, -0.43, -0.07], [-0.46, 1.87, -0.83], [0.84, -1.48, 0.62], [0.48, -0.46, -0.32], [-0.22, 0.42, 0.17], [0.13, -0.44, -0.48], [0.06, 0.22, -0.15], [-0.38, 0.43, 0.29], [-0.60, -0.40, -0.06]],
  "e_tot_ha": -3619.35790,
  "e_homo_ev": [-12.0, -12.0],
  "fmax_ha_per_bohr": 0.0788,
  "s2": 0.754,
  "total_charge": 1,
  "gap_ev": [9.8, 5.0],
  "multiplicity": 2
}

4.
{
  "formula": "C5H11N",
  "method": "wB97M-V/def2-TZVPD",
  "species": ["C", "C", "C", "C", "C", "N", "H", "H", "H", "H", "H", "H", "H", "H", "H", "H", "H"],
  "xyz": [[1.869810, 1.349907, 1.373462], [1.335089, 0.207254, 0.429803], [0.004464, 0.519820, -0.265812], [-0.735033, -0.529319, -0.724276], [-2.060636, -0.200056, -1.332128], [-0.563601, -1.954118, -0.546541], [2.583340, 1.952350, 1.070107], [2.108025, 1.199366, 2.466084], [1.093515, 2.103028, 1.596658], [2.121468, -0.082149, -0.368748], [1.340356, -0.644361, 1.166595], [-0.437901, 1.493530, -0.416000], [-2.901703, -0.679301, -0.717768], [-1.898554, -0.674828, -2.450928], [-2.351911, 0.771049, -1.265170], [-0.090285, -2.289044, 0.281620], [-1.416440, -2.543120, -0.296957]],
  "forces_ev_per_angstrom": [[-4.15, -1.14, 2.58], [1.69, 0.44, 0.70], [0.59, -3.26, 0.24], [-1.13, 0.69, 2.07], [0.22, -5.01, -1.77], [-0.98, -0.84, 0.83], [3.93, 2.42, -2.20], [0.09, -1.21, -1.16], [-0.46, -0.31, -0.63], [-1.07, 0.58, 1.32], [-0.73, 0.24, -1.19], [0.57, 0.21, 0.05], [1.09, -0.16, -1.23], [-1.45, 1.40, 2.52], [-0.11, 3.07, -0.58], [1.46, 1.01, -0.01], [0.45, 1.85, -1.55]],
  "e_tot_ha": -251.77364,
  "e_homo_ev": -8.2,
  "fmax_ha_per_bohr": 0.1034,
  "gap_ev": 9.2,
  "e_above_lowest_ev": 2.419
}